{
  "formula": "C15H29BrF3N4O2S2Sn",
  "method": "ωB97M-V with the def2-TZVPD basis set",
  "species": ["Sn", "N", "N", "C", "N", "S", "H", "H", "H", "H", "H", "F", "C", "F", "F", "Br", "C", "C", "C", "C", "N", "C", "H", "H", "H", "H", "C", "C", "O", "H", "H", "H", "H", "H", "H", "C", "C", "C", "S", "O", "C", "C", "C", "H", "H", "H", "H", "H", "H", "H", "H", "H", "H", "H", "H", "H", "H"],
  "positions_angstrom": [[-1.0148, -0.1627, -0.5465], [-2.7775, 0.2548, 1.1642], [-3.2455, 1.5503, 1.0562], [-2.6956, 2.4845, 0.2584], [-3.1613, 3.6686, 0.3572], [-1.3057, 2.1690, -0.7282], [-3.5515, -0.3613, 1.2473], [-2.1406, 0.1033, 1.9516], [-4.0328, 1.8646, 1.5744], [-3.9560, 3.8499, 0.9194], [-2.8114, 4.5161, -0.0943], [-0.8323, -1.8698, 1.8061], [-1.0324, -2.1540, 0.4891], [-2.1236, -2.9805, 0.4202], [0.0185, -2.8085, 0.0284], [-5.3052, 0.9253, -4.7465], [-4.3299, -0.2946, -3.7181], [-4.7038, -1.6528, -3.7471], [-3.9564, -2.5304, -2.8721], [-2.9189, -2.0326, -2.1203], [-2.5381, -0.7560, -2.1799], [-3.2593, 0.1099, -2.9452], [-5.4398, -2.0631, -4.4220], [-4.0991, -3.5704, -2.8249], [-2.3842, -2.7268, -1.4833], [-2.8555, 1.1156, -2.9880], [2.0286, -2.2843, -2.9939], [0.7149, -1.5955, -3.1266], [0.4747, -0.5689, -2.1218], [1.9539, -3.0142, -3.8662], [2.1043, -2.9523, -2.0890], [2.8190, -1.5721, -3.1541], [-0.1064, -2.3026, -3.0320], [0.5941, -1.1347, -4.0709], [1.3317, -0.2382, -1.8768], [3.1501, -0.6185, 4.9002], [2.0226, 0.0801, 4.1220], [1.8574, -0.3477, 2.6868], [1.0962, 0.8924, 1.7184], [0.9554, 0.2504, 0.2774], [2.4913, 2.0376, 1.5556], [3.5594, 1.6219, 0.5378], [4.7185, 2.6234, 0.3359], [3.0887, -0.4803, 6.0689], [4.1508, -0.3093, 4.5791], [3.1121, -1.6997, 4.7861], [2.1621, 1.1582, 4.2890], [1.1254, -0.1665, 4.6310], [1.3617, -1.3281, 2.5925], [2.8492, -0.4744, 2.1656], [2.8917, 2.1490, 2.6311], [2.0011, 2.9845, 1.2066], [3.0940, 1.4316, -0.4243], [4.0064, 0.6546, 0.9023], [4.2856, 3.6275, 0.3678], [5.1291, 2.4072, -0.6222], [5.4295, 2.5209, 1.1679]],
  "homo_lumo_gap_ev": 7.8,
  "total_energy_ha": -4841.7323,
  "lumo_energy_ev": -9.76,
  "homo_energy_ev": -17.59,
  "de_lowest_kcal_mol": 2.32,
  "charge": 3,
  "fmax_ha_per_bohr": 0.0566,
  "multiplicity": 1
}